Record 1
C52H51Cl3N2O2S2Sb2SiY | ωB97M-V with the def2-TZVPD basis set

Results
LUMO energy   2.27 eV
Strongest force on any atom   0.0441 hartree/bohr
Relative energy (zero: lowest compared OMol25 entry of this formula, charge and spin)   1.704 eV
Total charge   -1
HOMO-LUMO gap   7.0 eV

Element x y z (Å)
Y  0.3756  -0.0666  -0.6007
C  3.4055  -3.6461  0.3805
C  2.5987  -2.6295  -0.3859
N  1.4814  -2.1472  0.0866
N  0.9066  -2.8622  1.1229
C  -0.3657  -2.7669  1.2564
S  -1.4855  -1.7418  0.4723
S  -1.0443  -3.9688  2.4018
C  -0.6563  -5.4763  1.4449
C  -1.5896  -5.7846  0.3051
C  -2.7411  -5.0559  0.0534
C  -3.5760  -5.3984  -0.9960
C  -3.2841  -6.4802  -1.8051
C  -2.1326  -7.2122  -1.5646
C  -1.2933  -6.8659  -0.5206
C  2.9792  -2.3532  -1.7488
C  4.2385  -2.7338  -2.2373
C  4.4687  -2.8938  -3.5819
C  3.4271  -2.6900  -4.4848
C  2.2053  -2.2519  -4.0492
C  1.9467  -2.0035  -2.6840
O  0.7949  -1.5448  -2.3175
H  3.5710  -4.5538  -0.1994
H  4.3741  -3.2103  0.6195
H  2.8840  -3.8813  1.3024
H  0.3673  -5.3487  1.0891
H  -0.6730  -6.2989  2.1645
H  -2.9783  -4.2094  0.6776
H  -4.4635  -4.8117  -1.1759
H  -3.9473  -6.7573  -2.6134
H  -1.8831  -8.0584  -2.1906
H  -0.3946  -7.4430  -0.3424
H  5.0453  -2.9098  -1.5402
H  5.4409  -3.1987  -3.9387
H  3.5923  -2.8643  -5.5376
H  1.3922  -2.0682  -4.7359
Cl  0.1127  4.0617  5.9016
C  0.1645  3.4537  4.2824
C  0.5503  2.1384  4.0656
C  0.4960  1.6505  2.7770
Cl  0.9412  0.0219  2.3704
C  0.0715  2.4224  1.6735
O  -0.0952  1.9105  0.5038
C  -0.1806  3.7852  1.9503
Cl  -0.4951  4.7891  0.5913
C  -0.1758  4.2937  3.2314
H  0.8643  1.5079  4.8824
H  -0.4357  5.3258  3.4082
C  -3.5546  0.6687  1.7149
Sb  -2.8345  1.5466  -0.1503
C  -3.4722  3.4880  0.6199
C  -4.8016  1.2211  -1.1238
C  -4.7671  1.7664  -2.4897
C  -5.0992  3.1059  -2.6676
C  -5.0668  3.7103  -3.9072
C  -4.6727  2.9760  -5.0131
C  -4.3221  1.6503  -4.8532
C  -4.3646  1.0225  -3.6119
C  -3.9719  -0.3929  -3.5257
Sb  -1.8165  -0.6327  -3.0259
C  -1.1759  -0.0662  -5.0256
C  -1.9415  -2.7547  -3.4817
H  -4.5775  1.0030  1.8822
H  -2.9187  1.0076  2.5299
H  -3.5176  -0.4138  1.6569
H  -4.5396  3.4648  0.8208
H  -3.2533  4.2680  -0.0998
H  -2.9376  3.6955  1.5408
H  -5.5359  1.7375  -0.5122
H  -5.0017  0.1558  -1.0861
H  -5.3835  3.6808  -1.7983
H  -5.3430  4.7499  -4.0082
H  -4.6402  3.4339  -5.9918
H  -4.0070  1.0710  -5.7101
H  -4.1121  -0.8889  -4.4829
H  -4.5359  -0.9303  -2.7677
H  -1.7178  -0.6299  -5.7798
H  -0.1133  -0.2611  -5.1216
H  -1.3463  0.9968  -5.1696
H  -2.2801  -2.9077  -4.5062
H  -2.6339  -3.2238  -2.7865
H  -0.9595  -3.1952  -3.3475
C  -0.4343  4.1714  -4.9810
C  -1.0490  3.6075  -3.8758
C  -0.2932  2.8934  -2.9615
C  1.0798  2.7182  -3.1161
C  1.6763  3.3053  -4.2297
C  0.9320  4.0205  -5.1513
Si  2.0578  1.6189  -1.8576
C  3.5365  1.0106  -2.9134
C  3.3724  0.6272  -4.2399
C  4.4418  0.1988  -5.0034
C  5.7047  0.1194  -4.4434
C  5.8843  0.4689  -3.1164
C  4.8124  0.9173  -2.3682
C  2.9513  2.8746  -0.7037
C  3.3863  4.1081  -1.1731
C  4.0495  4.9969  -0.3478
C  4.2787  4.6703  0.9783
C  3.8567  3.4442  1.4655
C  3.2133  2.5535  0.6239
H  -1.0124  4.7231  -5.7099
H  -2.1164  3.7105  -3.7284
H  -0.7929  2.4788  -2.0898
H  2.7402  3.1848  -4.3852
H  1.4221  4.4547  -6.0130
H  2.3886  0.6663  -4.6862
H  4.2896  -0.0865  -6.0359
H  6.5457  -0.2146  -5.0354
H  6.8643  0.3870  -2.6650
H  4.9645  1.2088  -1.3372
H  3.1973  4.3740  -2.2029
H  4.3817  5.9498  -0.7375
H  4.7989  5.3604  1.6276
H  4.0237  3.1929  2.5047
H  2.9094  1.5829  1.0096

=====

Record 2
C52H51CoN6OP2S | ωB97M-V with the def2-TZVPD basis set

Results
LUMO energy (spin up / spin down)   -4.60 / -7.95 eV
Strongest force on any atom   0.0165 hartree/bohr
Relative energy (zero: lowest compared OMol25 entry of this formula, charge and spin)   0.000 eV
Total charge   +2
Spin multiplicity   5
HOMO-LUMO gap (spin up / spin down)   7.4 / 4.6 eV

Element x y z (Å)
Co  -0.6988  -0.8936  -0.8196
C  -2.1915  4.0947  -3.5593
C  -1.2454  3.6859  -2.6303
C  -1.3278  2.4127  -2.0883
C  -2.3599  1.5624  -2.4562
C  -3.3016  1.9603  -3.3963
C  -3.2104  3.2276  -3.9420
N  -2.3817  0.2783  -1.8235
N  -3.4512  -0.3573  -1.9623
C  -3.4808  -1.6202  -1.3221
C  -4.7228  -2.2518  -1.3438
C  -4.8792  -3.4424  -0.6590
C  -3.7877  -3.9736  0.0194
C  -2.5542  -3.3307  -0.0061
C  -2.3433  -2.1301  -0.6849
H  -2.1331  5.0814  -3.9932
H  -0.4444  4.3510  -2.3353
H  -0.5922  2.0610  -1.3736
H  -4.0937  1.2824  -3.6817
H  -3.9408  3.5460  -4.6717
H  -5.5411  -1.7922  -1.8795
H  -5.8325  -3.9513  -0.6497
H  -3.8981  -4.9030  0.5614
H  -1.7370  -3.8035  0.5290
C  1.3938  0.6738  1.8856
N  0.4742  1.7073  2.3507
C  -0.7660  1.9166  1.6211
P  -1.6001  0.2922  1.1438
C  -1.4527  -0.6097  2.7134
C  -0.7280  -1.7985  2.7269
C  -0.5416  -2.4904  3.9151
C  -1.0807  -1.9967  5.0933
C  -1.8125  -0.8151  5.0853
C  -2.0004  -0.1252  3.8998
C  -3.3251  0.8342  1.0910
C  -4.3126  -0.0754  1.4648
C  -5.6490  0.2670  1.3416
C  -6.0074  1.5100  0.8408
C  -5.0275  2.4179  0.4641
C  -3.6891  2.0822  0.5857
C  0.7417  2.4017  3.4894
C  0.1102  3.6531  3.7445
C  0.3977  4.3457  4.8933
C  1.2911  3.8222  5.8295
C  1.9121  2.5924  5.6015
C  1.6603  1.8899  4.4505
P  1.5686  0.4839  0.0254
C  3.1634  -0.4171  0.0972
C  4.2055  -0.0746  -0.7634
C  5.4087  -0.7659  -0.7208
C  5.5949  -1.7862  0.1995
C  4.5675  -2.1224  1.0700
C  3.3546  -1.4546  1.0075
C  2.1024  2.1511  -0.4788
C  2.7142  3.0573  0.3888
C  3.1627  4.2812  -0.0785
C  3.0290  4.6061  -1.4224
C  2.4369  3.7079  -2.2957
C  1.9646  2.4913  -1.8232
H  1.0507  -0.2967  2.2639
H  2.3823  0.8759  2.2933
H  -0.5644  2.4860  0.7065
H  -1.4606  2.4691  2.2486
H  -0.3177  -2.1867  1.8011
H  0.0107  -3.4202  3.9206
H  -0.9444  -2.5387  6.0178
H  -2.2481  -0.4418  6.0013
H  -2.5997  0.7777  3.8943
H  -4.0408  -1.0534  1.8441
H  -6.4105  -0.4426  1.6321
H  -7.0511  1.7731  0.7446
H  -5.3044  3.3858  0.0703
H  -2.9435  2.7947  0.2575
H  -0.5409  4.0923  3.0067
H  -0.0597  5.3095  5.0664
H  1.5035  4.3714  6.7350
H  2.5826  2.1830  6.3436
H  2.1030  0.9173  4.3128
H  4.0938  0.7569  -1.4485
H  6.2124  -0.4852  -1.3865
H  6.5397  -2.3093  0.2461
H  4.7123  -2.9065  1.8016
H  2.5609  -1.7478  1.6817
H  2.8722  2.8146  1.4308
H  3.6314  4.9769  0.6027
H  3.3900  5.5574  -1.7861
H  2.3344  3.9520  -3.3435
H  1.4861  1.8041  -2.5111
N  3.1343  -0.4995  -4.7329
C  1.8064  -0.6366  -4.5034
C  1.3031  -0.7962  -3.2014
N  0.0067  -0.9380  -2.9770
C  -0.8121  -0.9545  -4.0330
C  -0.3032  -0.7979  -5.3122
N  0.9880  -0.6257  -5.5556
H  3.7987  -0.4548  -3.9818
H  3.4452  -0.3519  -5.6766
H  1.9695  -0.8525  -2.3490
H  -1.8682  -1.0984  -3.8533
H  -0.9641  -0.8097  -6.1683
O  0.7670  -2.4691  -0.5816
S  0.6489  -3.9145  -1.0625
C  1.7896  -4.8278  0.0257
C  2.9592  -5.3254  -0.8212
C  3.1549  -4.2873  -1.9226
C  1.7596  -4.0675  -2.4837
H  1.2410  -5.6060  0.5505
H  2.1086  -4.0637  0.7351
H  2.7157  -6.2905  -1.2676
H  3.8459  -5.4675  -0.2050
H  3.8439  -4.6254  -2.6943
H  3.5403  -3.3544  -1.5073
H  1.4076  -4.9290  -3.0533
H  1.6215  -3.1720  -3.0840

=====

Record 3
C52H51CrN7O3SSi2Te | ωB97M-V with the def2-TZVPD basis set

Results
LUMO energy (spin up / spin down)   2.01 / 2.01 eV
Strongest force on any atom   0.0908 hartree/bohr
Relative energy (zero: lowest compared OMol25 entry of this formula, charge and spin)   4.348 eV
Total charge   -1
Spin multiplicity   4
HOMO-LUMO gap (spin up / spin down)   7.3 / 7.4 eV

Element x y z (Å)
Cr  -24.0580  -2.3186  6.7766
C  -23.8355  -2.0029  10.5327
C  -23.5716  -3.2882  9.7619
C  -23.1885  -4.4125  10.5042
C  -23.1198  -5.6454  9.8961
C  -23.2383  -5.7630  8.4786
C  -23.3458  -4.5645  7.7860
N  -23.5380  -3.3645  8.4643
N  -23.2315  -4.3132  6.4739
Si  -22.9364  -5.3756  5.1380
C  -22.6205  -4.5735  3.4915
C  -21.3993  -6.4012  5.5795
C  -24.3466  -6.6419  4.9664
H  -22.9355  -1.3476  10.4265
H  -23.9515  -2.2477  11.5714
H  -24.6128  -1.3821  10.1104
H  -23.0244  -4.3351  11.6083
H  -22.8689  -6.5031  10.4763
H  -23.4700  -6.7427  8.1134
H  -22.0441  -3.6362  3.6358
H  -23.5114  -4.1803  2.9107
H  -22.0880  -5.2000  2.7524
H  -21.3836  -6.7160  6.6448
H  -20.4943  -5.7904  5.4518
H  -21.3281  -7.2498  4.9268
H  -24.6537  -6.9956  5.9288
H  -24.0437  -7.5511  4.3974
H  -25.1894  -6.2025  4.4019
N  -29.6636  0.4278  2.1282
C  -29.0251  -0.5239  2.9809
C  -29.6092  -1.7869  3.1099
C  -29.0663  -2.7328  3.9759
C  -27.8710  -2.3450  4.5941
C  -27.2686  -1.0824  4.4875
C  -27.9049  -0.1505  3.7097
S  -26.7871  -3.5586  5.3382
O  -25.8271  -3.7711  4.2991
O  -27.6389  -4.6921  5.6814
N  -26.0468  -3.0348  6.6376
C  -26.7992  -3.1220  7.8423
N  -27.7907  -2.2686  8.0084
C  -28.4607  -2.2452  9.1246
C  -28.1740  -3.1062  10.1908
C  -27.2018  -4.0392  9.8761
N  -26.5116  -4.0780  8.7227
H  -30.6910  0.5306  2.2420
H  -29.3814  1.3959  2.1825
H  -30.4269  -2.0411  2.4237
H  -29.4375  -3.6368  4.3238
H  -26.2502  -0.9375  4.9479
H  -27.4169  0.8083  3.6303
H  -29.2843  -1.5895  9.1128
H  -28.6552  -3.0959  11.2053
H  -26.8453  -4.7559  10.5985
C  -19.8404  -0.5953  7.7124
Te  -21.0385  -2.1507  6.5808
C  -20.4163  -3.2380  8.3947
C  -20.2394  -2.2578  9.5332
C  -20.4236  -2.6621  10.8364
C  -20.4759  -1.6701  11.7907
C  -20.4975  -0.3457  11.4216
C  -20.2594  0.1025  10.1225
C  -20.1229  -0.9080  9.1724
H  -20.0356  0.4027  7.4448
H  -18.8261  -0.8660  7.4468
H  -19.4096  -3.7051  8.2256
H  -21.0859  -3.9978  8.6307
H  -20.5697  -3.6518  10.9960
H  -20.7068  -1.9536  12.8307
H  -20.4974  0.3406  12.3128
H  -20.2844  1.1135  9.7176
O  -24.1860  -1.4286  4.9862
Si  -23.5847  -0.3435  4.0269
C  -21.9278  0.3973  4.4977
C  -20.7497  -0.1659  3.9472
C  -19.5716  0.6073  4.0362
C  -19.4840  1.7297  4.8134
C  -20.5910  2.1337  5.6011
C  -21.8694  1.5149  5.3195
C  -23.3163  -1.0740  2.2256
C  -24.3192  -2.0414  1.8444
C  -24.2604  -2.6518  0.6120
C  -23.2725  -2.3656  -0.3109
C  -22.2217  -1.5721  0.1252
C  -22.2615  -0.8787  1.3629
C  -24.6079  1.1914  3.6452
C  -25.1540  1.9619  4.6757
C  -25.8613  3.0660  4.4976
C  -25.9058  3.6418  3.2625
C  -25.3789  2.9523  2.1826
C  -24.8136  1.6769  2.3953
H  -20.8409  -1.0919  3.4345
H  -18.6728  0.3481  3.4632
H  -18.6069  2.3575  4.9480
H  -20.5444  2.9187  6.3119
H  -22.6580  1.9742  5.7826
H  -24.9320  -2.4760  2.5831
H  -25.0040  -3.4150  0.3784
H  -23.1985  -2.9568  -1.2403
H  -21.3677  -1.4556  -0.5270
H  -21.5417  -0.0976  1.5571
H  -25.2145  1.5849  5.7086
H  -26.3137  3.6679  5.2736
H  -26.3848  4.5518  2.9698
H  -25.3505  3.3900  1.1828
H  -24.4213  1.1366  1.5127
N  -25.9291  4.5056  9.5586
C  -25.6065  3.4921  9.1054
C  -25.3001  2.1603  8.5126
C  -26.3159  1.3428  8.1290
C  -25.9455  0.1036  7.5537
C  -24.7039  -0.3976  7.5830
C  -23.6565  0.4614  7.9491
C  -23.9416  1.6933  8.4214
H  -27.3746  1.6056  8.0612
H  -26.6583  -0.5530  7.1008
H  -22.6449  0.1070  8.1078
H  -23.1214  2.3794  8.6416

=====

Record 4
C52H51N3PPdS | ωB97M-V with the def2-TZVPD basis set

Results
LUMO energy (spin up / spin down)   -10.75 / -10.75 eV
Strongest force on any atom   0.0392 hartree/bohr
Relative energy (zero: lowest compared OMol25 entry of this formula, charge and spin)   0.477 eV
Total charge   +3
HOMO-LUMO gap (spin up / spin down)   3.7 / 3.7 eV

Element x y z (Å)
Pd  -0.2666  -1.1143  0.5320
C  1.6772  -1.4689  6.4536
C  1.7995  -2.3055  5.3517
C  1.0994  -2.0274  4.1888
C  0.2742  -0.9019  4.1305
C  0.1586  -0.0595  5.2370
C  0.8620  -0.3457  6.3973
P  -0.7687  -0.7559  2.6855
C  -1.3594  0.9924  2.6218
C  -2.7092  1.2381  2.4411
C  -3.2545  2.5981  2.2655
C  -2.2472  3.6725  2.1061
C  -0.9351  3.4107  2.2596
C  -0.5021  2.0733  2.5117
C  -2.2490  -1.7108  2.9909
C  -2.9598  -1.7542  4.1642
C  -4.0733  -2.6132  4.2632
C  -4.4110  -3.4208  3.2084
C  -3.6588  -3.4242  2.0073
C  -3.9247  -4.3192  0.9384
C  -3.0934  -4.3429  -0.1382
C  -1.9917  -3.4473  -0.2421
C  -1.7314  -2.5178  0.7268
C  -2.5671  -2.5382  1.8920
H  2.2208  -1.6926  7.3616
H  2.4350  -3.1792  5.4021
H  1.1814  -2.6892  3.3331
H  -0.4759  0.8190  5.2047
H  0.7682  0.2994  7.2602
H  -3.4141  0.4205  2.5609
H  -5.0473  1.7379  1.4593
H  -2.5923  4.6905  1.9610
H  -0.2035  4.2035  2.1874
H  0.5642  1.9051  2.6406
H  -2.6654  -1.1544  5.0191
H  -4.6375  -2.6567  5.1848
H  -5.2511  -4.0991  3.2962
H  -4.7650  -4.9981  1.0076
H  -3.2676  -5.0515  -0.9376
H  -1.3486  -3.5441  -1.1067
C  1.9669  -2.3666  -6.0509
C  1.0570  -1.1603  -5.7673
C  -0.1697  -1.2382  -6.6743
C  1.8166  0.1410  -6.0623
C  0.6745  -1.1960  -4.2941
C  -0.6279  -1.3753  -3.8421
C  -0.8830  -1.4240  -2.4854
N  0.0666  -1.3096  -1.5535
C  1.3378  -1.1115  -1.9674
C  1.6547  -1.0581  -3.3102
C  2.3624  -0.9139  -0.9032
C  3.7184  -0.9525  -1.1626
C  4.6519  -0.7698  -0.1400
C  4.1368  -0.5501  1.1328
C  2.7683  -0.5309  1.3260
N  1.8866  -0.7045  0.3402
C  6.1431  -0.8048  -0.4447
C  6.4808  -2.1064  -1.1866
C  6.9838  -0.7284  0.8294
C  6.4753  0.4001  -1.3388
H  2.2367  -2.3794  -7.1070
H  1.4614  -3.3058  -5.8206
H  2.8907  -2.3244  -5.4715
H  0.1514  -1.1921  -7.7142
H  -0.8555  -0.4047  -6.5062
H  -0.7151  -2.1749  -6.5459
H  2.0609  0.1856  -7.1235
H  2.7542  0.2076  -5.5086
H  1.2110  1.0167  -5.8194
H  -1.4514  -1.4919  -4.5311
H  -1.8859  -1.5900  -2.1153
H  2.6797  -0.8933  -3.6063
H  4.0669  -1.1497  -2.1651
H  4.7847  -0.4047  1.9842
H  2.3589  -0.3794  2.3175
H  6.1885  -2.9824  -0.6052
H  7.5568  -2.1581  -1.3524
H  5.9985  -2.1650  -2.1632
H  6.7671  -1.5538  1.5104
H  6.8411  0.2148  1.3603
H  8.0387  -0.7929  0.5650
H  5.9285  0.3668  -2.2831
H  7.5403  0.3994  -1.5718
H  6.2417  1.3408  -0.8364
N  -2.5733  0.4647  0.0075
S  -3.0343  1.6193  -0.9706
C  -1.6494  2.7515  -0.9565
C  -0.4019  2.1702  -0.7975
C  0.7274  2.9751  -0.8687
C  0.6051  4.3374  -1.1080
C  -0.6529  4.9019  -1.2790
C  -1.7912  4.1087  -1.2216
C  -4.2527  2.7066  -0.1708
C  -5.0669  3.4196  -1.0019
C  -6.0124  4.3134  -0.4691
C  -6.1943  4.4817  0.9149
C  -5.4670  3.6985  1.7524
C  -4.4925  2.6870  1.2810
H  -3.2666  -0.2854  -0.0471
H  -0.3103  1.1132  -0.5973
H  1.7057  2.5261  -0.7473
H  1.4881  4.9587  -1.1753
H  -0.7513  5.9626  -1.4666
H  -2.7575  4.5686  -1.3764
H  -4.9634  3.3267  -2.0769
H  -6.6227  4.8947  -1.1532
H  -6.9152  5.1924  1.2944
H  -5.6423  3.7501  2.8227
H  -3.7274  2.7989  3.2481